<1>
ORCA calculation (ωB97M-V/def2-TZVPD) on 2 unconnected molecules or ions with the total composition C5H13N.

Geometry as ORCA input:
```
! RIJCOSX wB97M-V def2-TZVPD def2/J DEFGRID3
* xyz 0 1
C -1.838 -0.881 0.607
N 2.010 -0.936 0.567
C 0.656 -0.682 1.009
C -0.441 -1.166 0.069
H 2.249 -1.921 0.599
H 2.144 -0.650 -0.396
H 0.531 -1.111 2.005
H -0.325 -2.234 -0.133
H -1.991 -1.368 1.573
H -1.979 0.186 0.742
H -2.598 -1.240 -0.086
C 0.574 2.240 -0.601
C -0.130 1.731 -1.604
H 1.653 2.285 -0.627
H 0.558 0.436 1.064
H 0.097 2.754 0.222
H -1.205 1.813 -1.645
H 0.350 1.334 -2.486
H -0.315 -0.590 -0.881
*
```

structure (SMILES)	CCCN.C=C
LUMO energy	0.045	Ha

<2>
ORCA calculation (ωB97M-V/def2-TZVPD) on 2 unconnected molecules or ions with the total composition C5H13N.

Geometry as ORCA input:
```
! RIJCOSX wB97M-V def2-TZVPD def2/J DEFGRID3
* xyz 0 1
C 2.136 -0.127 0.985
C 1.930 -0.007 -0.530
C 0.536 0.366 -0.937
C -0.561 -0.587 -0.598
N -1.337 -0.353 0.606
C -1.455 1.087 0.798
H 1.608 0.692 1.484
H 3.172 -0.099 1.313
H 1.636 -1.044 1.310
H 2.850 0.322 -1.002
H 1.588 -0.944 -1.046
H -1.244 -0.718 -1.446
H 0.421 0.957 -1.842
H -3.846 -0.960 -0.751
H -0.170 -1.598 -0.360
H -3.185 -0.971 -0.396
H -0.354 0.949 1.132
H -1.404 1.670 -0.107
H -2.320 1.366 1.388
*
```

LUMO energy	-0.041	Ha

<3>
ORCA calculation (ωB97M-V/def2-TZVPD) on 2 unconnected molecules or ions with the total composition C5H13N.

Geometry as ORCA input:
```
! RIJCOSX wB97M-V def2-TZVPD def2/J DEFGRID3
* xyz 0 1
C -1.620 -1.394 -1.242
C -1.246 -0.788 -2.369
C 1.325 0.335 2.044
C 1.379 0.249 -0.382
C -0.697 1.038 0.818
N 0.767 0.796 0.797
H -1.245 -2.372 -0.978
H -2.474 -1.043 -0.683
H -0.444 -1.177 -2.977
H -1.701 0.132 -2.705
H 0.965 -0.669 2.317
H 1.210 -0.834 -0.484
H 1.056 1.035 2.835
H 2.414 0.320 1.997
H 2.465 0.323 -0.331
H 1.007 0.785 -1.254
H -1.228 0.128 1.134
H -0.890 1.751 1.618
H -1.041 1.387 -0.152
*
```

structure (SMILES)	CN(C)C.C=C
LUMO energy	0.041	Ha

<4>
ORCA calculation (ωB97M-V/def2-TZVPD) on a molecular structure, C5H13N.

Geometry as ORCA input:
```
! RIJCOSX wB97M-V def2-TZVPD def2/J DEFGRID3
* xyz 0 1
C -0.476 -0.754 -1.559
C -0.755 0.280 -0.643
C 0.348 0.890 0.130
C 0.478 0.016 1.359
C 0.079 2.380 0.502
N 0.203 -2.432 0.115
H -1.239 -1.413 -1.947
H 0.534 -0.851 -1.893
H -0.556 -1.025 -0.320
H -1.676 0.843 -0.770
H 1.230 1.067 -0.493
H 1.373 0.327 1.897
H -0.419 -0.006 1.969
H 0.616 -1.012 0.863
H -0.755 2.414 1.191
H 0.982 2.885 0.816
H -0.299 2.881 -0.401
H 1.117 -2.866 0.182
H -0.399 -2.887 -0.566
*
```

LUMO energy	0.005	Ha

Name the least stable of them. <2>.

<1>
ORCA calculation (ωB97M-V/def2-TZVPD) on C7H10 in the gas phase.

Geometry as ORCA input:
```
! RIJCOSX wB97M-V def2-TZVPD def2/J DEFGRID3
* xyz 0 1
C 0.234 1.850 -0.068
C -0.194 1.043 -1.270
C -0.264 0.447 0.099
C -1.501 -0.057 0.833
C -0.804 -1.361 1.219
C 1.120 -1.762 -0.374
C 0.477 -0.793 0.610
H -0.401 2.670 0.271
H 1.303 2.008 0.077
H -1.136 1.286 -1.761
H 0.588 0.686 -1.939
H -1.764 0.519 1.737
H -2.430 -0.193 0.261
H 0.394 -2.122 -1.103
H 1.942 -1.293 -0.919
H 1.510 -2.628 0.163
H 1.200 -0.564 1.406
*
```

LUMO energy	-0.001	Ha

<2>
ORCA calculation (ωB97M-V/def2-TZVPD) on 2 unconnected molecules or ions with the total composition C7H10.

Geometry as ORCA input:
```
! RIJCOSX wB97M-V def2-TZVPD def2/J DEFGRID3
* xyz 0 1
C 1.107 -0.845 -1.193
C 0.678 0.079 -0.418
C -1.653 0.948 1.539
C -1.431 1.371 0.348
C 2.067 -0.477 -0.007
C -1.581 2.470 -0.618
C 2.113 -1.390 1.225
H 1.385 -1.365 -2.094
H -2.399 1.531 2.119
H -1.335 -0.020 1.939
H 3.027 0.065 -0.140
H -1.711 1.991 -1.544
H -0.787 3.204 -0.668
H -2.566 3.074 -0.416
H 3.014 -1.960 1.237
H 1.252 -1.994 1.040
H 1.849 -0.805 2.032
*
```

LUMO energy (alpha / beta)	0.012 / -0.014	Ha

Name the least stable of them. <2>.

<1>
ORCA calculation (ωB97M-V/def2-TZVPD) on C7H10 in the gas phase.

Geometry as ORCA input:
```
! RIJCOSX wB97M-V def2-TZVPD def2/J DEFGRID3
* xyz 0 1
C -1.906 -0.194 -0.036
C -1.173 0.894 -0.777
C -0.422 -0.262 -0.196
C 0.377 -1.367 -0.875
C 1.311 -1.497 0.322
C 1.630 0.907 0.864
C 0.632 -0.261 0.912
H -2.511 -0.884 -0.618
H -2.310 0.034 0.948
H -1.287 0.949 -1.856
H -1.073 1.861 -0.289
H -0.131 -2.311 -1.124
H 0.951 -1.075 -1.769
H 2.153 0.953 -0.099
H 1.097 1.856 0.997
H 2.380 0.803 1.653
H 0.282 -0.405 1.943
*
```

LUMO energy	0.001	Ha

<2>
ORCA calculation (ωB97M-V/def2-TZVPD) on C7H10 in the gas phase.

Geometry as ORCA input:
```
! RIJCOSX wB97M-V def2-TZVPD def2/J DEFGRID3
* xyz 0 1
C 0.354 -1.072 -1.734
C -0.372 -1.155 -0.393
C 0.006 -0.049 0.583
C -0.894 1.177 0.709
C -0.832 0.169 1.808
C 1.356 0.466 0.487
C 2.119 1.310 0.092
H 0.235 -0.085 -2.192
H -0.029 -1.821 -2.433
H 1.428 -1.244 -1.613
H -1.455 -1.089 -0.554
H -0.182 -2.137 0.060
H -0.384 2.119 0.890
H -1.738 1.240 0.032
H -1.690 -0.484 1.926
H -0.337 0.451 2.730
H 2.416 2.205 -0.399
*
```

structure (SMILES)	C#CC1(CC)CC1
LUMO energy	0.042	Ha

Name the least stable of them. <1>.

<1>
ORCA calculation (ωB97M-V/def2-TZVPD) on C7H10 in the gas phase.

Geometry as ORCA input:
```
! RIJCOSX wB97M-V def2-TZVPD def2/J DEFGRID3
* xyz 0 1
C -0.535 1.078 -0.556
C 1.238 1.336 1.126
C 0.551 0.522 0.310
C -0.698 -1.158 1.015
C -1.292 -1.217 -0.214
C -0.473 -0.594 -1.227
C 0.982 -0.490 -0.744
H -0.132 1.786 -1.305
H -1.445 1.478 -0.090
H 0.733 2.081 1.740
H 2.315 1.291 1.251
H 0.146 -1.750 1.354
H -1.389 -1.019 1.817
H -2.381 -1.219 -0.324
H -0.727 -0.736 -2.273
H 1.494 -1.385 -0.389
H 1.614 -0.005 -1.493
*
```

structure (SMILES)	C=CC1CC(=C)C1
LUMO energy	0.022	Ha

<2>
ORCA calculation (ωB97M-V/def2-TZVPD) on C7H10 in the gas phase.

Geometry as ORCA input:
```
! RIJCOSX wB97M-V def2-TZVPD def2/J DEFGRID3
* xyz 0 1
C -0.342 -0.854 0.946
C -2.027 0.231 -0.156
C -0.621 0.111 -0.156
C 0.458 1.400 0.099
C 1.619 0.566 0.404
C 1.403 -0.682 -0.141
C 0.271 -0.628 -1.174
H -0.614 -1.913 0.811
H -0.172 -0.520 1.987
H -2.485 0.614 0.750
H -2.654 0.089 -1.033
H 0.428 1.875 -0.879
H 0.207 2.161 0.853
H 2.250 0.722 1.276
H 2.027 -1.563 0.015
H 0.545 -0.077 -2.079
H -0.137 -1.606 -1.468
*
```

LUMO energy (alpha / beta)	0.018 / 0.020	Ha

Name the least stable of them. <2>.

<1>
ORCA calculation (ωB97M-V/def2-TZVPD) on C7H10 in the gas phase.

Geometry as ORCA input:
```
! RIJCOSX wB97M-V def2-TZVPD def2/J DEFGRID3
* xyz 0 1
C -1.320 -1.334 0.613
C -0.360 -0.272 0.150
C -0.818 1.045 -0.513
C 0.619 1.110 -1.076
C 1.590 0.496 -0.083
C 0.772 0.129 1.130
C 0.736 -0.387 -0.964
H -1.859 -0.987 1.504
H -2.056 -1.597 -0.153
H -0.773 -2.241 0.895
H -1.336 1.764 0.143
H -1.466 0.870 -1.379
H 1.042 1.642 -1.925
H 2.645 0.763 -0.084
H 0.572 0.899 1.885
H 1.180 -0.770 1.605
H 0.832 -1.131 -1.747
*
```

structure (SMILES)	C[C@]12C[C@@H]3[C@H](C1)[C@@H]32
LUMO energy	0.040	Ha

<2>
ORCA calculation (ωB97M-V/def2-TZVPD) on C7H10 in the gas phase.

Geometry as ORCA input:
```
! RIJCOSX wB97M-V def2-TZVPD def2/J DEFGRID3
* xyz 0 1
C -0.936 -0.508 1.530
C 0.308 0.148 0.904
C 0.715 -1.887 -0.458
C 0.952 -0.592 -0.242
C -0.241 1.211 -2.072
C -0.202 1.763 -0.889
C -0.092 1.872 0.400
H -0.767 -1.426 2.123
H -1.316 0.241 2.220
H -1.712 -0.740 0.793
H 1.119 0.051 1.654
H 1.469 -2.548 -0.878
H -0.215 -2.360 -0.152
H 1.872 -0.141 -0.614
H -1.144 0.696 -2.377
H 0.555 1.347 -2.791
H -0.366 2.873 0.848
*
```

structure (SMILES)	C=C=C[C@@H](C)C=C
LUMO energy	0.040	Ha

Name the least stable of them. <2>.

<1>
ORCA calculation (ωB97M-V/def2-TZVPD) on C7H10 in the gas phase.

Geometry as ORCA input:
```
! RIJCOSX wB97M-V def2-TZVPD def2/J DEFGRID3
* xyz 0 1
C 1.466 0.734 -0.816
C -0.019 0.821 -1.094
C -0.894 -0.401 -1.131
C -1.050 0.599 -0.018
C -0.660 0.257 1.421
C 0.037 -1.031 1.569
C 0.600 -2.091 1.675
H 2.017 0.504 -1.735
H 1.845 1.688 -0.432
H 1.701 -0.045 -0.084
H -0.291 1.589 -1.815
H -1.675 -0.462 -1.886
H -0.429 -1.351 -0.878
H -1.925 1.244 -0.074
H -1.571 0.232 2.031
H -0.042 1.060 1.843
H 1.094 -3.037 1.740
*
```

structure (SMILES)	C#CC[C@@H]1C[C@@H]1C
LUMO energy	0.041	Ha

<2>
ORCA calculation (ωB97M-V/def2-TZVPD) on C7H10 in the gas phase.

Geometry as ORCA input:
```
! RIJCOSX wB97M-V def2-TZVPD def2/J DEFGRID3
* xyz 0 1
C 0.383 -1.785 1.149
C 1.087 -1.181 0.200
C 0.540 -0.260 -0.855
C -0.992 -0.099 -0.849
C -1.250 1.005 0.184
C 0.021 1.805 0.159
C 1.006 1.119 -0.413
H 0.871 -2.338 1.935
H -1.327 0.531 1.179
H -0.695 -1.865 1.166
H 2.175 -1.266 0.212
H 0.924 -0.548 -1.842
H -1.527 -1.025 -0.618
H -1.321 0.230 -1.839
H -2.163 1.572 0.000
H 0.125 2.771 0.643
H 2.049 1.420 -0.469
*
```

structure (SMILES)	C=C[C@@H]1C=CCC1
LUMO energy	0.044	Ha

<3>
ORCA calculation (ωB97M-V/def2-TZVPD) on C7H10 in the gas phase.

Geometry as ORCA input:
```
! RIJCOSX wB97M-V def2-TZVPD def2/J DEFGRID3
* xyz 0 1
C -1.180 1.317 -0.031
C -1.593 0.170 0.500
C -0.226 0.978 -1.144
C 0.332 -0.430 -0.835
C 1.599 -0.405 0.039
C 0.734 -0.681 1.295
C -0.529 -0.896 0.384
H -1.700 2.267 0.003
H 0.519 1.753 -1.289
H -2.642 0.001 0.718
H -0.896 0.931 -2.020
H 0.360 -1.088 -1.711
H 2.137 0.550 0.016
H 2.316 -1.201 -0.185
H 1.055 -1.539 1.895
H 0.636 0.189 1.951
H -0.922 -1.916 0.415
*
```

structure (SMILES)	C1=C[C@@H]2CC[C@@H]2C1
LUMO energy	0.041	Ha

Name the least stable of them. <1>.

<1>
ORCA calculation (ωB97M-V/def2-TZVPD) on 2 unconnected molecules or ions with the total composition C7H10.

Geometry as ORCA input:
```
! RIJCOSX wB97M-V def2-TZVPD def2/J DEFGRID3
* xyz 0 1
C -0.926 2.221 0.656
C 0.173 1.800 1.271
C 0.472 -1.134 -0.524
C 0.068 -0.416 -1.787
C 1.738 -1.424 -0.212
C -0.598 -1.490 0.373
C -1.518 -1.769 1.105
H -0.978 3.190 0.165
H -1.820 1.602 0.617
H -0.425 0.530 -1.535
H 1.077 2.404 1.310
H 0.211 0.826 1.752
H -0.640 -1.018 -2.367
H 0.942 -0.200 -2.408
H 2.550 -1.156 -0.883
H 1.998 -1.926 0.714
H -2.322 -2.039 1.753
*
```

structure (SMILES)	C#CC(=C)C.C=C
LUMO energy	0.038	Ha

<2>
ORCA calculation (ωB97M-V/def2-TZVPD) on C7H10 in the gas phase.

Geometry as ORCA input:
```
! RIJCOSX wB97M-V def2-TZVPD def2/J DEFGRID3
* xyz 0 1
C -0.020 1.352 0.190
C 1.162 0.479 -0.358
C 1.794 -0.555 0.436
C 0.694 -0.954 -0.553
C -0.671 -0.839 0.128
C -2.164 -0.521 0.085
C -1.161 0.538 -0.260
H 0.043 2.376 -0.248
H 0.038 1.525 1.269
H 1.890 0.945 -1.054
H 2.800 -0.839 0.174
H 1.662 -0.673 1.564
H 0.888 -1.445 -1.521
H -0.359 -0.719 1.163
H -2.684 -0.531 1.079
H -2.833 -0.812 -0.723
H -1.079 0.672 -1.372
*
```

structure (SMILES)	C1[C@@H]2C[C@H]2[C@@H]2C[C@H]12
LUMO energy	0.044	Ha

<3>
ORCA calculation (ωB97M-V/def2-TZVPD) on C7H10 in the gas phase.

Geometry as ORCA input:
```
! RIJCOSX wB97M-V def2-TZVPD def2/J DEFGRID3
* xyz 0 1
C 0.066 1.392 0.208
C 1.309 0.572 -0.343
C 1.854 -0.567 0.478
C 0.773 -0.867 -0.484
C -0.713 -0.783 0.107
C -2.219 -0.460 0.098
C -1.150 0.580 -0.209
H -0.003 2.461 -0.079
H 0.237 1.482 1.349
H 1.925 1.024 -1.083
H 2.943 -0.979 0.317
H 1.404 -0.543 1.460
H 0.989 -1.558 -1.347
H -0.549 -0.644 1.151
H -2.508 -0.449 1.122
H -2.903 -0.645 -0.701
H -1.059 0.640 -1.321
*
```

structure (SMILES)	C1[C@@H]2C[C@H]2[C@@H]2C[C@H]12
LUMO energy	0.044	Ha

Name the least stable of them. <3>.

<1>
ORCA calculation (ωB97M-V/def2-TZVPD) on 2 unconnected molecules or ions with the total composition C3H10NO.

Geometry as ORCA input:
```
! RIJCOSX wB97M-V def2-TZVPD def2/J DEFGRID3
* xyz 1 1
C -1.294 0.395 2.190
O -0.244 -0.419 1.656
H -0.965 1.403 2.443
H -1.741 -0.091 3.054
H -2.023 0.508 1.389
H 0.531 -0.435 2.234
C 1.545 0.474 -1.391
C -0.409 -0.900 -1.854
N 0.386 -0.366 -1.015
H 1.614 1.235 -0.613
H 2.465 -0.089 -1.213
H 1.396 0.851 -2.391
H -0.060 -1.097 -2.864
H -1.474 -0.964 -1.645
H 0.273 -0.505 0.018
*
```

LUMO energy	-0.190	Ha

<2>
ORCA calculation (ωB97M-V/def2-TZVPD) on 2 unconnected molecules or ions with the total composition C3H10NO.

Geometry as ORCA input:
```
! RIJCOSX wB97M-V def2-TZVPD def2/J DEFGRID3
* xyz 1 1
C -1.566 -0.530 -1.700
N -1.757 0.004 -0.334
H -1.469 -1.609 -1.754
H -0.647 -0.156 -2.163
H -2.378 -0.143 -2.336
H -1.941 -0.624 0.445
H -1.036 0.727 -0.030
H -2.519 0.701 -0.268
C 1.645 -0.812 1.433
C 1.770 0.224 0.564
O 0.585 0.992 0.338
H 1.046 -0.465 2.264
H 1.987 -1.790 1.166
H 2.545 0.330 -0.183
H 0.728 1.919 0.585
*
```

LUMO energy	-0.132	Ha

Name the least stable of them. <2>.